[1]
The following is a DFT calculation (the ωB97M-V functional and the def2-TZVPD basis) of a cluster of 7 separate species, C20H35Br2Cl13O5S in total.

Calculated values
HOMO energy = -9.44 eV
net charge = 0
LUMO = 0.29 eV

Last column: Mulliken charge in e.
Cartesian coordinates (Å):
C -1.47 -1.99 -4.56  -1.145
C -1.23 -3.28 -3.82  0.266
Br -2.47 -4.65 -4.26  -0.153
C -0.23 -3.49 -2.96  -0.482
Br -0.05 -5.19 -2.12  -0.092
C 0.79 -2.37 -2.63  1.382
Cl 2.19 -3.06 -1.72  -0.126
O 1.35 -1.98 -3.88  -0.366
S 1.59 -0.37 -3.87  1.091
O 1.40 0.13 -5.18  -0.501
O 2.82 -0.14 -3.20  -0.597
O 0.34 -0.07 -2.99  -0.375
C 0.19 -1.12 -1.93  -0.094
C 0.88 -0.56 -0.70  -1.865
C 0.24 -0.95 0.62  0.689
C -1.29 -0.85 0.64  -1.508
O 0.70 -2.23 1.04  -0.372
H -0.71 -1.81 -5.30  0.228
H -1.55 -1.15 -3.89  0.199
H -2.44 -2.06 -5.06  0.528
H -0.89 -1.18 -1.86  0.553
H 1.93 -0.86 -0.68  0.593
H 0.86 0.52 -0.77  0.326
H 0.63 -0.24 1.37  0.272
H -1.68 -0.53 1.59  0.426
H -1.68 -1.86 0.47  0.489
H -1.70 -0.19 -0.12  0.318
H -0.02 -2.65 1.52  0.243
Cl -0.41 0.86 3.24  -0.182
C -1.06 2.16 4.28  -0.291
C -2.00 1.62 5.33  -0.113
Cl -3.51 1.00 4.62  -0.208
H -1.56 2.88 3.63  0.355
H -0.21 2.64 4.76  0.101
H -2.27 2.42 6.02  0.332
H -1.54 0.82 5.89  -0.005
Cl 0.55 3.01 7.06  -0.195
C 0.81 2.21 8.64  -0.505
C 1.45 0.85 8.48  -0.451
Cl 0.36 -0.33 7.71  -0.156
H -0.15 2.14 9.13  0.325
H 1.46 2.86 9.22  0.339
H 1.70 0.46 9.47  0.310
H 2.36 0.90 7.89  0.326
Cl 0.19 4.76 -8.10  -0.201
C 0.28 3.32 -7.04  -0.484
C 0.61 2.07 -7.81  0.615
Cl -0.72 1.57 -8.88  -0.213
H -0.67 3.23 -6.52  0.394
H 1.06 3.51 -6.31  0.271
H 0.78 1.25 -7.11  -0.133
H 1.50 2.19 -8.42  -0.164
Cl 5.56 4.87 -9.93  -0.191
C 3.99 4.94 -10.78  -0.505
C 2.96 4.06 -10.15  -0.341
Cl 3.33 2.32 -10.36  -0.214
H 4.17 4.67 -11.82  0.331
H 3.66 5.98 -10.75  0.327
H 1.99 4.23 -10.61  0.332
H 2.87 4.25 -9.08  0.255
Cl 1.66 -4.74 5.11  -0.191
C 2.76 -5.11 3.76  -0.467
C 2.26 -4.55 2.45  -0.266
Cl 0.79 -5.39 1.88  -0.204
H 2.88 -6.19 3.71  0.333
H 3.72 -4.66 4.00  0.326
H 3.02 -4.68 1.68  0.274
H 2.03 -3.49 2.52  0.201
Cl -3.75 -0.98 8.30  -0.129
C -5.43 -0.71 8.83  -0.490
C -6.09 0.40 8.05  -0.402
Cl -5.38 2.00 8.42  -0.185
H -5.41 -0.49 9.89  0.309
H -5.97 -1.64 8.67  0.302
H -7.14 0.45 8.31  0.323
H -6.00 0.24 6.98  0.276

[2]
The following is a DFT calculation (the ωB97M-V functional and the def2-TZVPD basis) of a structure of composition C20H35Cl2N2OPTm.

Calculated values
HOMO energy (alpha / beta) = -0.76 / -2.57 eV
net charge = -1
2S+1 = 3
LUMO (alpha / beta) = 2.66 / 2.64 eV

Last column: Mulliken spin population.
Cartesian coordinates (Å):
Tm 0.04 0.02 0.15  1.019
Cl 2.43 -0.37 0.42  0.005
Cl -1.97 0.11 -1.24  0.005
H -0.31 2.16 0.06  -0.019
H 0.49 2.17 0.12  -0.009
P 0.30 0.16 -3.63  -0.004
C 1.98 -0.42 -4.28  0.007
C -0.84 -0.66 -4.88  0.000
C 0.29 1.93 -4.29  0.000
C 2.53 -1.51 -3.37  -0.002
H 2.58 0.49 -4.14  0.001
C 2.11 -0.85 -5.75  -0.001
H 1.63 -1.82 -5.95  0.000
H 3.18 -0.98 -5.95  0.000
H 1.72 -0.12 -6.47  0.000
H 2.52 -1.21 -2.32  0.001
H 3.58 -1.71 -3.65  0.000
H 1.97 -2.45 -3.48  0.000
H 1.26 2.28 -3.90  -0.001
C -0.81 2.78 -3.64  0.004
C 0.30 2.16 -5.82  -0.001
H 1.29 2.02 -6.26  0.000
H 0.01 3.20 -6.01  0.000
H -0.41 1.52 -6.36  0.000
H -0.72 2.78 -2.55  -0.002
H -1.82 2.44 -3.91  0.000
H -0.69 3.82 -3.99  0.000
C -0.90 -2.16 -4.60  0.000
H -0.42 -0.48 -5.87  0.000
C -2.25 -0.08 -4.82  0.000
H 0.05 -2.67 -4.75  0.000
H -1.64 -2.61 -5.28  0.000
H -1.24 -2.34 -3.57  -0.002
H -2.59 -0.05 -3.78  -0.001
H -2.93 -0.73 -5.38  0.000
H -2.32 0.92 -5.24  0.000
C -0.81 0.26 6.86  0.034
N -1.26 0.24 5.48  0.019
N -0.52 -0.35 4.50  0.011
C -1.08 0.00 3.29  0.100
O -0.54 -0.23 2.12  0.026
C -2.26 0.72 3.59  -0.026
C -2.31 0.89 4.95  0.076
C -3.30 1.58 5.81  -0.001
C 0.60 -1.15 4.92  0.186
C 0.35 -2.18 5.84  0.158
C 1.32 -2.53 6.77  -0.115
C 2.58 -1.92 6.71  0.317
C 2.88 -1.02 5.68  -0.050
C 1.91 -0.69 4.72  0.167
H -1.46 0.95 7.40  -0.002
H 0.23 0.61 6.96  0.005
H -0.90 -0.73 7.32  -0.025
H -2.92 1.15 2.88  -0.002
H -3.80 0.88 6.50  0.004
H -2.89 2.41 6.40  0.007
H -4.08 2.01 5.17  -0.002
H -0.62 -2.69 5.90  0.043
H 1.09 -3.23 7.59  -0.010
H 3.32 -2.14 7.48  0.033
H 3.87 -0.57 5.65  -0.003
H 2.17 -0.03 3.89  0.049

[3]
The following is a DFT calculation (the ωB97M-V functional and the def2-TZVPD basis) of a structure of composition C20H35ClMgN5O4.

Calculated values
HOMO energy = -11.14 eV
net charge = +1
LUMO = -2.25 eV
energy relative to the best compared isomer or geometry (same formula, charge and spin) = 22.3 kcal per mole

Last column: natural (NBO) charge in e.
Cartesian coordinates (Å):
Mg -0.22 0.13 0.29  1.704
Cl -1.61 3.26 -0.62  2.581
O -0.43 3.87 -0.05  -0.871
O -1.95 3.85 -1.88  -0.843
O -1.32 1.88 -0.89  -0.967
O -2.78 3.32 0.19  -0.851
C -3.78 -2.77 -2.36  -0.626
C -4.42 -3.13 -1.04  -0.383
C -3.50 -3.03 0.21  -0.511
C -2.73 -1.77 0.28  0.430
N -2.18 -0.79 0.25  -0.474
H -3.18 -3.60 -2.75  0.208
H -3.17 -1.88 -2.22  0.211
H -4.46 -2.43 -3.15  0.239
H -4.83 -4.14 -1.08  0.224
H -5.28 -2.49 -0.83  0.220
H -2.74 -3.81 0.29  0.247
H -4.13 -3.12 1.10  0.265
C 2.91 -4.01 -0.62  -0.606
C 2.38 -4.49 0.67  -0.382
C 2.33 -3.43 1.78  -0.539
C 1.48 -2.33 1.44  0.460
N 0.76 -1.46 1.21  -0.507
H 2.41 -3.08 -0.88  0.188
H 2.73 -4.74 -1.41  0.230
H 3.99 -3.91 -0.47  0.217
H 3.04 -5.31 0.96  0.231
H 1.39 -4.89 0.48  0.210
H 3.32 -3.04 2.02  0.268
H 1.99 -3.77 2.76  0.278
C 2.40 5.11 1.50  -0.615
C 3.02 4.58 0.20  -0.377
C 3.37 3.09 0.24  -0.535
C 2.35 2.06 0.36  0.500
N 1.48 1.27 0.45  -0.555
H 3.12 5.23 2.31  0.204
H 1.62 4.43 1.84  0.213
H 1.97 6.10 1.35  0.233
H 3.98 5.06 -0.02  0.217
H 2.36 4.89 -0.61  0.239
H 4.04 2.95 1.09  0.261
H 3.80 2.88 -0.74  0.267
C -0.58 4.21 4.23  -0.608
C -2.00 3.78 3.85  -0.385
C -2.21 2.25 3.90  -0.533
C -1.43 1.53 2.87  0.503
N -0.83 0.86 2.12  -0.560
H -0.49 5.29 4.29  0.233
H 0.19 3.80 3.57  0.206
H -0.40 3.72 5.18  0.198
H -2.26 4.12 2.85  0.241
H -2.73 4.21 4.54  0.219
H -3.24 1.91 3.75  0.271
H -2.08 1.87 4.91  0.260
C -0.35 -2.13 -4.94  -0.625
C 0.96 -2.74 -4.29  -0.375
C 1.80 -1.70 -3.41  -0.534
C 0.92 -1.09 -2.41  0.466
N 0.19 -0.64 -1.60  -0.520
H -0.19 -1.25 -5.55  0.223
H -1.12 -1.86 -4.21  0.216
H -0.76 -2.90 -5.59  0.230
H 1.60 -3.14 -5.07  0.227
H 0.74 -3.64 -3.72  0.209
H 2.14 -0.89 -4.04  0.270
H 2.64 -2.16 -2.89  0.264

[4]
The following is a DFT calculation (the ωB97M-V functional and the def2-TZVPD basis) of a cluster of 3 separate species, C20H35FN2O6 in total.

Calculated values
HOMO energy = -7.95 eV
net charge = 0
LUMO = -1.72 eV

Last column: natural (NBO) charge in e.
Cartesian coordinates (Å):
C 7.06 0.95 -4.47  -0.740
C 5.96 0.67 -5.60  0.779
O 5.59 -0.53 -5.75  -0.532
O 5.39 1.64 -6.48  -0.536
C 4.96 2.82 -5.80  0.796
O 5.74 3.65 -5.28  -0.516
C 3.38 3.16 -5.71  -0.530
C 2.69 1.84 -5.07  -0.144
C 1.91 0.84 -5.68  0.353
F 1.55 0.76 -7.04  -0.278
C 1.63 -0.14 -4.46  0.720
O 1.11 -1.27 -4.54  -0.479
O 2.10 0.39 -3.19  -0.484
C 2.86 1.57 -3.51  0.768
O 3.55 2.28 -2.75  -0.501
H 8.10 0.88 -4.97  0.259
H 6.91 1.91 -3.88  0.260
H 7.04 0.08 -3.70  0.257
H 2.93 3.36 -6.76  0.268
H 3.18 4.09 -5.07  0.282
C -0.98 -2.94 -2.46  -0.621
C -1.34 -2.84 -0.98  -0.213
N -0.41 -3.55 -0.10  -0.454
C -0.90 -3.71 1.26  -0.206
C -1.12 -2.44 2.09  -0.636
C 1.00 -3.17 -0.22  -0.218
C 1.36 -1.71 0.01  -0.636
H -0.87 -3.99 -2.76  0.211
H -1.78 -2.50 -3.06  0.209
H -0.06 -2.41 -2.69  0.215
H -2.34 -3.28 -0.86  0.194
H -1.43 -1.78 -0.71  0.156
H -0.24 -4.38 1.81  0.191
H -1.86 -4.25 1.21  0.188
H -0.18 -2.01 2.42  0.200
H -1.69 -2.69 2.99  0.209
H -1.69 -1.68 1.55  0.204
H 1.34 -3.46 -1.22  0.195
H 1.60 -3.80 0.45  0.195
H 0.70 -1.02 -0.52  0.204
H 2.38 -1.52 -0.36  0.212
H 1.36 -1.45 1.07  0.200
C -4.66 -0.51 3.53  -0.617
C -4.56 0.98 3.86  -0.214
N -3.98 1.25 5.18  -0.454
C -4.16 2.63 5.62  -0.206
C -3.48 3.73 4.80  -0.634
C -2.66 0.68 5.43  -0.217
C -1.53 1.06 4.47  -0.637
H -5.20 -1.05 4.32  0.212
H -5.21 -0.64 2.60  0.212
H -3.68 -0.96 3.40  0.203
H -5.58 1.38 3.84  0.196
H -4.01 1.48 3.06  0.158
H -3.85 2.72 6.66  0.192
H -5.24 2.84 5.63  0.188
H -2.41 3.75 4.98  0.200
H -3.87 4.70 5.10  0.210
H -3.66 3.62 3.73  0.204
H -2.75 -0.41 5.43  0.191
H -2.35 0.92 6.45  0.196
H -1.83 0.99 3.42  0.204
H -0.69 0.38 4.62  0.212
H -1.16 2.07 4.66  0.202

In order of appearance, energy = -12687.9561; -3314.7881; -2017.7352; -1443.7457 Ha.